Entry from OMol25: a molecular structure, C49H54CdN5O2P2S4 (the ωB97M-V functional and the def2-TZVPD basis).

Results
Frontier orbital gap = 6.12 eV
Total energy = -4767.20309 Ha
Total charge = -1
LUMO energy = 1.893 eV
HOMO level = -4.2 eV

Positions of all 117 atoms, in Å:
Cd: -0.17 -0.98 1.51
S: -0.19 -0.53 4.90
P: 0.00 1.06 3.73
C: -0.69 1.01 2.16
P: -2.34 1.29 1.88
S: -3.44 -0.22 1.10
C: -2.58 2.68 0.72
C: -3.86 3.11 0.38
C: -4.04 4.18 -0.48
C: -2.93 4.82 -1.02
C: -1.65 4.39 -0.69
C: -1.48 3.33 0.19
C: -3.25 1.87 3.35
C: -3.65 0.93 4.30
C: -4.34 1.33 5.43
C: -4.66 2.67 5.62
C: -4.25 3.61 4.69
C: -3.55 3.21 3.56
C: 1.79 1.37 3.48
C: 2.33 1.46 2.20
C: 3.70 1.66 2.03
C: 4.53 1.78 3.14
C: 3.98 1.70 4.42
C: 2.63 1.49 4.58
C: -0.46 2.57 4.67
C: -0.20 3.81 4.10
C: -0.53 4.98 4.77
C: -1.10 4.91 6.03
C: -1.36 3.67 6.61
C: -1.04 2.50 5.93
H: -4.72 2.58 0.78
H: -5.03 4.50 -0.74
H: -3.06 5.65 -1.70
H: -0.79 4.88 -1.12
H: -0.49 2.98 0.47
H: -3.42 -0.12 4.14
H: -4.64 0.59 6.16
H: -5.21 2.97 6.50
H: -4.47 4.66 4.84
H: -3.22 3.96 2.85
H: 1.67 1.40 1.34
H: 4.11 1.72 1.03
H: 5.59 1.94 3.01
H: 4.62 1.79 5.28
H: 2.21 1.40 5.58
H: 0.25 3.86 3.11
H: -0.33 5.94 4.31
H: -1.36 5.82 6.57
H: -1.81 3.61 7.59
H: -1.23 1.53 6.36
C: 2.62 -3.55 -2.21
N: 1.24 -3.40 -1.80
C: 0.39 -4.45 -1.92
C: -0.89 -4.39 -1.48
C: -1.28 -3.16 -0.84
N: -0.45 -2.15 -0.69
C: 0.84 -2.22 -1.15
O: 1.63 -1.31 -1.01
N: -2.51 -3.04 -0.35
H: 2.67 -3.93 -3.23
H: 3.15 -4.22 -1.53
H: 3.09 -2.57 -2.15
H: 0.79 -5.33 -2.39
H: -1.56 -5.22 -1.58
H: -3.13 -3.83 -0.33
H: -2.76 -2.19 0.17
C: 6.47 -5.11 -1.96
C: 7.81 -5.06 -1.28
O: 8.82 -5.47 -1.80
S: 7.96 -4.40 0.37
C: 6.30 -3.98 0.82
C: 5.48 -4.91 1.43
C: 4.17 -4.59 1.76
C: 3.65 -3.33 1.47
C: 4.50 -2.38 0.88
C: 5.80 -2.70 0.56
C: 2.29 -2.99 1.74
C: 1.12 -2.69 1.86
H: 6.64 -4.95 -3.03
H: 5.76 -4.40 -1.57
H: 6.07 -6.12 -1.82
H: 5.86 -5.90 1.65
H: 3.53 -5.32 2.24
H: 4.10 -1.39 0.66
H: 6.45 -1.96 0.10
C: 0.91 0.95 -5.97
C: 0.67 -0.37 -6.68
C: -0.36 -1.28 -6.01
C: 0.09 -1.90 -4.68
N: 0.14 -0.98 -3.57
C: -0.96 -0.33 -3.04
S: -0.75 1.10 -2.23
N: -2.14 -0.96 -3.19
C: -3.40 -0.53 -2.61
C: -4.37 -0.03 -3.67
C: -3.93 1.28 -4.34
C: -4.09 2.48 -3.43
H: 1.41 1.66 -6.63
H: 1.54 0.85 -5.09
H: -0.02 1.40 -5.63
H: 1.61 -0.91 -6.79
H: 0.32 -0.17 -7.70
H: -0.61 -2.10 -6.70
H: -1.28 -0.73 -5.84
H: 1.09 -2.33 -4.78
H: -0.56 -2.74 -4.43
H: 0.95 -0.39 -3.49
H: -2.14 -1.85 -3.68
H: -3.16 0.24 -1.87
H: -3.82 -1.37 -2.06
H: -5.34 0.11 -3.19
H: -4.51 -0.81 -4.43
H: -4.51 1.42 -5.26
H: -2.88 1.19 -4.64
H: -5.13 2.61 -3.12
H: -3.77 3.40 -3.92
H: -3.48 2.38 -2.53

Löwdin population analysis, charges in e, atoms 1 to 8:
1. Cd 1.278
2. S 0.132
3. P 0.270
4. C -0.722
5. P 0.345
6. S 0.214
7. C -0.374
8. C -0.120

Entry from OMol25: 14 unconnected molecules or ions with the total composition C24H50BCl26N2O2 (the ωB97M-V functional and the def2-TZVPD basis).

Results
Frontier orbital gap (alpha / beta) = 8.14 / 9.12 eV
Total energy = -13194.21585 Ha
Energy relative to the best compared isomer or geometry (same formula, charge and spin) = 0.00 kcal/mol
2S+1 = 2
<S²> = 0.75
LUMO energy (alpha / beta) = 0.211 / 0.211 eV
HOMO level (alpha / beta) = -7.9 / -8.9 eV

Positions of all 105 atoms, in Å:
C: 0.08 -2.07 0.61
N: 0.49 -2.20 -0.80
C: 1.33 -3.42 -0.91
B: 1.19 -1.01 -1.29
O: 2.57 -1.13 -1.60
C: 0.48 0.40 -1.56
C: -1.05 0.42 -1.25
C: -1.60 1.45 -0.22
C: -2.15 0.68 1.01
C: -2.87 2.10 -0.85
N: -0.70 2.57 0.15
O: -0.88 3.65 -0.51
C: 0.72 2.23 0.34
C: 1.01 1.43 1.64
C: 1.50 3.57 0.48
C: 1.36 1.50 -0.88
H: 0.29 -1.08 1.03
H: -0.98 -2.30 0.76
H: 0.65 -2.78 1.23
H: 0.71 -4.25 -0.55
H: 2.20 -3.38 -0.25
H: 1.61 -3.62 -1.94
H: 3.11 -0.81 -0.88
H: 0.60 0.54 -2.64
H: -1.59 0.59 -2.20
H: -1.39 -0.57 -0.92
H: -3.14 0.28 0.81
H: -1.46 -0.08 1.38
H: -2.27 1.40 1.83
H: -2.68 2.46 -1.86
H: -3.32 2.84 -0.19
H: -3.59 1.27 -0.95
H: 0.13 1.01 2.14
H: 1.47 2.12 2.37
H: 1.75 0.64 1.50
H: 2.50 3.31 0.84
H: 1.01 4.20 1.22
H: 1.62 4.06 -0.49
H: 1.57 2.27 -1.63
H: 2.34 1.14 -0.55
C: 4.18 2.05 -3.41
Cl: 4.76 1.71 -1.77
Cl: 2.99 3.36 -3.43
H: 5.03 2.36 -4.00
H: 3.74 1.15 -3.82
C: 1.54 -0.59 4.74
Cl: 1.35 1.11 5.18
Cl: 2.62 -0.79 3.35
H: 1.97 -1.11 5.59
H: 0.57 -1.01 4.49
C: -6.68 0.13 -1.80
Cl: -5.62 0.04 -0.39
Cl: -5.80 -0.25 -3.29
H: -7.49 -0.58 -1.68
H: -7.07 1.14 -1.88
C: -3.02 6.00 1.28
Cl: -2.61 7.70 1.55
Cl: -4.65 5.82 0.61
H: -2.30 5.57 0.59
H: -2.98 5.49 2.23
C: 5.81 -1.12 -5.50
Cl: 6.27 0.58 -5.32
Cl: 4.17 -1.28 -6.13
H: 6.50 -1.59 -6.19
H: 5.86 -1.60 -4.53
C: -4.86 -3.87 -0.33
Cl: -4.95 -4.56 1.30
Cl: -3.27 -3.20 -0.68
H: -5.08 -4.65 -1.05
H: -5.60 -3.07 -0.41
C: -1.43 4.00 -4.67
Cl: -1.01 2.40 -4.06
Cl: -1.01 4.18 -6.38
H: -2.50 4.15 -4.56
H: -0.88 4.74 -4.09
C: 2.40 -7.14 -0.07
Cl: 1.24 -6.41 1.06
Cl: 3.97 -6.33 0.00
H: 2.54 -8.19 0.20
H: 2.01 -7.06 -1.07
C: 3.16 -10.44 2.33
Cl: 3.41 -12.10 2.89
Cl: 3.61 -10.26 0.62
H: 2.11 -10.19 2.44
H: 3.77 -9.77 2.92
C: 0.64 7.36 -3.56
Cl: 1.70 5.97 -3.83
Cl: -0.16 7.25 -1.99
H: 1.24 8.26 -3.59
H: -0.12 7.38 -4.33
C: -1.31 -7.94 -1.07
Cl: 0.03 -8.95 -1.66
Cl: -2.20 -7.20 -2.40
H: -1.98 -8.56 -0.50
H: -0.90 -7.16 -0.44
C: 0.73 3.81 8.39
Cl: 1.01 2.16 8.95
Cl: 1.22 4.02 6.70
H: -0.33 4.04 8.47
H: 1.31 4.50 9.00
C: -1.98 3.76 5.01
Cl: -2.72 5.35 5.29
Cl: -2.39 3.11 3.42
H: -0.90 3.87 5.07
H: -2.34 3.07 5.77

Löwdin population analysis, charges in e, atoms 1 to 8:
1. C -0.085
2. N -0.077
3. C -0.107
4. B -0.510
5. O 0.086
6. C -0.133
7. C -0.082
8. C -0.421

Entry from OMol25: C4H5NO in the gas phase (the ωB97M-V functional and the def2-TZVPD basis).

Results
Frontier orbital gap = 10.52 eV
Total energy = -285.36851 Ha
Energy relative to the best compared isomer or geometry (same formula, charge and spin) = 28.91 kcal/mol
LUMO energy = 0.892 eV
HOMO level = -9.6 eV

Positions of all 11 atoms, in Å:
O: -0.03 1.99 -1.54
C: -0.07 1.03 -0.80
N: 0.94 0.13 -0.57
C: 0.61 -0.91 0.33
C: -0.90 -0.42 0.78
C: -1.25 0.64 0.06
H: 1.88 0.37 -0.84
H: 1.41 -1.06 1.11
H: 0.48 -1.89 -0.15
H: -0.87 -1.09 1.58
H: -2.17 1.21 0.02

natural (NBO) population analysis, charges in e, atoms 1 to 8:
1. O -0.598
2. C 0.635
3. N -0.625
4. C -0.246
5. C -0.159
6. C -0.297
7. H 0.410
8. H 0.202

Entry from OMol25: a molecular structure, C9H22AlFNO2 (the ωB97M-V functional and the def2-TZVPD basis).

Results
Frontier orbital gap = 8.00 eV
Total energy = -903.55563 Ha
Total charge = -1
LUMO energy = 3.143 eV
HOMO level = -4.9 eV

Positions of all 36 atoms, in Å:
C: 0.24 -3.05 1.85
C: 0.20 -1.38 1.79
O: 0.22 -0.94 3.19
C: -1.15 -0.99 0.95
O: -1.89 0.17 1.46
Al: -1.13 1.81 0.93
C: -0.68 1.95 -1.06
C: -1.57 1.00 -2.06
C: -0.68 0.15 -3.17
C: 0.65 -0.58 -2.55
N: 0.68 -2.10 -2.74
C: 0.52 2.38 2.01
C: 1.96 1.93 1.33
F: 0.44 2.03 3.47
H: 0.33 -3.45 0.73
H: -0.72 -3.42 2.41
H: 1.25 -3.32 2.37
H: 1.17 -1.08 1.17
H: 0.34 -1.76 3.78
H: -0.86 -0.94 -0.18
H: -1.89 -1.93 1.06
H: -2.25 2.93 1.21
H: 0.48 1.83 -1.17
H: -0.92 3.08 -1.38
H: -2.25 0.24 -1.43
H: -2.35 1.63 -2.70
H: -0.32 0.88 -4.04
H: -1.33 -0.69 -3.71
H: 1.59 -0.14 -3.13
H: 0.85 -0.37 -1.41
H: 1.60 -2.43 -2.32
H: -0.08 -2.51 -2.14
H: 0.53 3.58 1.99
H: 2.79 1.81 2.17
H: 1.91 0.92 0.73
H: 2.32 2.77 0.55

natural (NBO) population analysis, charges in e, atoms 1 to 8:
1. C -0.674
2. C 0.093
3. O -0.707
4. C -0.093
5. O -0.922
6. Al 1.558
7. C -1.037
8. C -0.408

Entry from OMol25: a molecular structure, C33H21F3N2O7RuS2Sb (the ωB97M-V functional and the def2-TZVPD basis).

Results
Frontier orbital gap (alpha / beta) = 7.13 / 4.97 eV
Total energy = -3337.27842 Ha
Energy relative to the best compared isomer or geometry (same formula, charge and spin) = 5.59 kcal/mol
2S+1 = 6
<S²> = 8.79
LUMO energy (alpha / beta) = -0.770 / -2.924 eV
HOMO level (alpha / beta) = -7.9 / -7.9 eV

Positions of all 70 atoms, in Å:
Ru: -0.67 -0.97 0.46
O: -3.20 -4.75 -0.38
C: -2.20 -5.63 -0.43
C: -2.52 -6.99 -0.42
C: -1.53 -7.95 -0.48
C: -0.19 -7.58 -0.54
C: 0.15 -6.24 -0.52
C: -0.84 -5.26 -0.47
C: -0.45 -3.85 -0.39
O: -1.31 -2.91 -0.46
N: 0.84 -3.60 -0.25
N: 1.19 -2.38 0.14
C: 2.36 -1.97 -0.25
S: 3.24 -2.79 -1.53
C: 4.77 -1.83 -1.30
C: 4.40 -0.44 -0.84
S: 3.16 -0.60 0.49
H: -2.82 -3.84 -0.37
H: -3.56 -7.26 -0.36
H: -1.79 -9.00 -0.47
H: 0.58 -8.33 -0.60
H: 1.18 -5.92 -0.55
H: 5.29 -1.81 -2.26
H: 5.39 -2.35 -0.57
H: 3.97 0.17 -1.64
H: 5.25 0.09 -0.40
O: -6.61 1.02 1.99
C: -5.51 0.66 1.66
C: -4.39 1.53 1.11
O: -4.48 2.73 0.92
C: -3.24 0.64 0.93
C: -3.51 -0.66 1.51
O: -2.61 -1.49 1.73
C: -4.98 -0.77 1.73
O: -5.66 -1.76 1.82
O: -2.17 0.85 0.32
F: 5.66 4.67 -1.78
C: 4.56 3.95 -1.50
C: 3.62 3.75 -2.50
C: 2.49 3.00 -2.21
C: 2.30 2.48 -0.94
C: 3.25 2.69 0.04
C: 4.39 3.44 -0.23
Sb: 0.51 1.30 -0.56
C: -0.88 2.81 -1.23
C: -1.52 3.69 -0.36
C: -2.42 4.62 -0.85
C: -2.67 4.65 -2.21
F: -3.52 5.57 -2.70
C: -2.08 3.75 -3.09
C: -1.19 2.82 -2.58
C: 0.53 1.62 1.58
C: 0.49 2.90 2.10
C: 0.27 3.12 3.45
C: 0.11 2.02 4.28
F: -0.14 2.21 5.58
C: 0.22 0.73 3.80
C: 0.43 0.53 2.45
H: 3.77 4.17 -3.48
H: 1.74 2.84 -2.97
H: 3.11 2.27 1.03
H: 5.13 3.62 0.53
H: -1.35 3.63 0.70
H: -2.93 5.30 -0.19
H: -2.34 3.77 -4.13
H: -0.75 2.09 -3.25
H: 0.66 3.74 1.43
H: 0.23 4.11 3.87
H: 0.15 -0.10 4.49
H: 0.61 -0.52 2.11

natural (NBO) population analysis, charges in e, atoms 1 to 8:
1. Ru 1.234
2. O -0.665
3. C 0.356
4. C -0.282
5. C -0.166
6. C -0.269
7. C -0.146
8. C -0.182

Entry from OMol25: 4 unconnected molecules or ions with the total composition C28H48BrF5N6O9SSi (the ωB97M-V functional and the def2-TZVPD basis).

Results
Frontier orbital gap = 7.99 eV
Total energy = -5862.24737 Ha
LUMO energy = -0.258 eV
HOMO level = -8.2 eV

Positions of all 99 atoms, in Å:
C: 3.51 4.25 -0.01
Si: 1.85 3.32 -0.30
C: 2.36 1.46 -0.58
C: 0.64 3.56 1.17
C: 1.21 3.05 2.60
C: 1.18 1.45 2.58
C: 0.91 0.75 4.00
C: 0.10 -0.61 3.73
C: 0.90 -1.96 4.07
C: 0.85 -3.08 2.91
C: -0.60 -3.35 2.29
C: -0.78 -3.05 0.73
C: -2.10 -3.92 0.36
C: -3.34 -3.73 1.35
C: -3.74 -2.22 1.69
C: -4.46 -1.42 0.51
F: -3.60 -0.46 -0.14
F: -4.98 -2.24 -0.53
C: -5.72 -0.53 1.04
F: -6.63 -1.26 1.82
F: -5.12 0.56 1.75
F: -6.30 0.06 -0.11
O: -0.97 -1.65 0.29
S: -0.75 -1.65 -1.40
O: -1.97 -1.61 -2.27
O: 0.24 -0.67 -1.96
O: -0.19 -3.25 -1.66
C: 0.32 -3.57 -0.32
O: 1.60 -2.85 -0.37
C: 0.86 -5.09 -0.17
C: 2.30 -5.23 -0.89
O: 3.34 -5.55 -0.30
Br: 2.45 -4.89 -2.86
C: 1.08 3.86 -1.99
C: 2.03 4.53 -3.04
C: 1.48 4.96 -4.44
C: -0.02 4.67 -4.72
C: -0.99 4.04 -3.71
C: -0.43 3.62 -2.32
H: 4.40 3.74 -0.54
H: 3.44 5.37 -0.28
H: 3.75 4.22 1.12
H: 3.18 1.15 0.16
H: 2.61 1.23 -1.67
H: 1.42 0.85 -0.25
H: -0.39 3.12 0.92
H: 0.47 4.70 1.27
H: 0.53 3.45 3.44
H: 2.27 3.44 2.77
H: 2.21 1.08 2.22
H: 0.41 1.14 1.78
H: 1.91 0.45 4.47
H: 0.32 1.42 4.73
H: -0.81 -0.59 4.44
H: -0.37 -0.66 2.67
H: 2.01 -1.68 4.19
H: 0.56 -2.43 5.05
H: 1.67 -2.82 2.16
H: 1.18 -4.07 3.41
H: -0.84 -4.47 2.44
H: -1.35 -2.79 2.96
H: -2.49 -3.76 -0.70
H: -1.80 -5.04 0.42
H: -3.21 -4.27 2.36
H: -4.26 -4.22 0.86
H: -2.86 -1.57 2.03
H: -4.46 -2.24 2.59
H: 1.57 -2.05 0.19
H: 0.16 -5.79 -0.75
H: 1.02 -5.40 0.92
H: 3.14 4.70 -2.78
H: 2.19 5.43 -5.20
H: -0.44 4.94 -5.76
H: -2.09 3.82 -3.92
H: -1.06 3.13 -1.50
C: 5.72 7.47 0.90
O: 4.70 7.17 0.29
N: 5.74 7.64 2.24
N: 6.91 7.65 0.28
H: 6.57 7.89 2.76
H: 4.87 7.52 2.74
H: 6.94 7.52 -0.72
H: 7.76 7.89 0.76
C: 2.44 -9.43 -3.41
O: 2.22 -10.57 -3.79
N: 1.46 -8.55 -3.10
N: 3.70 -8.94 -3.26
H: 1.62 -7.61 -2.79
H: 0.51 -8.88 -3.19
H: 4.46 -9.56 -3.48
H: 3.91 -8.01 -2.95
C: -7.46 3.88 -2.23
O: -7.34 5.09 -2.08
N: -8.23 3.34 -3.20
N: -6.82 2.98 -1.44
H: -8.34 2.35 -3.34
H: -8.72 3.97 -3.81
H: -6.23 3.35 -0.70
H: -6.90 1.99 -1.54

Löwdin population analysis, charges in e, atoms 1 to 8:
1. C -0.214
2. Si 0.566
3. C -0.208
4. C -0.282
5. C -0.238
6. C -0.223
7. C -0.187
8. C -0.207

Entry from OMol25: 2 unconnected molecules or ions with the total composition C6H11NO (the ωB97M-V functional and the def2-TZVPD basis).

Results
Frontier orbital gap (alpha / beta) = 7.00 / 7.00 eV
Total energy = -365.00948 Ha
Energy relative to the best compared isomer or geometry (same formula, charge and spin) = 139.30 kcal/mol
LUMO energy (alpha / beta) = -1.278 / -1.277 eV
HOMO level (alpha / beta) = -8.3 / -8.3 eV

Positions of all 19 atoms, in Å:
C: -1.27 0.78 0.59
C: -1.39 -0.04 -0.57
C: -1.37 0.27 1.97
O: -0.88 -1.27 -0.31
H: -0.99 1.83 0.48
H: -2.40 0.04 -1.04
H: -0.67 0.38 -1.54
H: -0.38 0.24 2.44
H: -1.96 0.96 2.58
H: -1.77 -0.75 1.99
C: 1.14 -1.01 -1.36
C: 1.69 -0.55 -0.06
C: 1.86 0.72 0.29
N: 0.90 -0.12 -2.30
H: 0.62 -0.59 -3.16
H: 1.19 -2.08 -1.56
H: 1.80 -1.34 0.68
H: 1.72 1.53 -0.42
H: 2.15 1.00 1.29

natural (NBO) population analysis, charges in e, atoms 1 to 8:
1. C 0.244
2. C -0.245
3. C -0.721
4. O -0.752
5. H 0.189
6. H 0.240
7. H 0.308
8. H 0.270

Entry from OMol25: 3 unconnected molecules or ions with the total composition C3H9NO4 (the ωB97M-V functional and the def2-TZVPD basis).

Results
Frontier orbital gap = 10.74 eV
Total energy = -475.40380 Ha
Energy relative to the best compared isomer or geometry (same formula, charge and spin) = 23.25 kcal/mol
LUMO energy = 0.483 eV
HOMO level = -10.3 eV

Positions of all 17 atoms, in Å:
O: -0.08 -2.27 -0.60
C: -0.66 -1.33 -0.02
N: -0.46 -0.02 -0.57
C: -0.73 1.24 -0.10
O: -0.46 2.24 -0.82
C: -1.30 -1.54 1.30
H: 0.11 -0.06 -1.48
H: -1.16 1.29 0.93
H: -1.69 -0.64 1.80
H: -2.19 -2.27 1.36
H: -0.60 -1.87 1.98
H: 1.58 -0.88 -2.13
H: 3.08 -1.06 -2.19
O: 2.40 -0.33 -2.32
H: 0.78 1.76 3.40
H: 1.13 2.29 2.17
O: 0.42 1.79 2.62

natural (NBO) population analysis, charges in e, atoms 1 to 8:
1. O -0.588
2. C 0.696
3. N -0.653
4. C 0.522
5. O -0.578
6. C -0.723
7. H 0.423
8. H 0.161

no.,F_max (eV Å⁻¹)
1,0.43
2,2.18
3,4.58
4,3.32
5,2.00
6,6.94
7,2.74
8,8.06